Run i
Here is H3NOSSi as an isolated structure from the Open Molecules 2025 dataset. Energies are from the ωB97M-V functional and the def2-TZVPD basis.

Results
orbital gap = 9.7142 eV
2S+1 = 1
HOMO energy = -0.393 Ha

Geometry as XYZ:
```
7
Properties=species:S:1:pos:R:3:nbo_charge:R:1
N 0.693 -0.974 -2.596 -0.771
O 0.463 1.396 -1.785 -1.042
Si 0.108 0.394 -0.470 1.112
S 0.970 0.369 -3.036 1.232
H -0.145 1.610 0.476 -0.180
H 1.323 -0.292 0.016 -0.179
H -0.983 -0.538 -0.543 -0.171
```

Run ii
Here is one molecule with the formula H3NOSSi from the Open Molecules 2025 dataset. Energies are from the ωB97M-V functional and the def2-TZVPD basis.

Results
orbital gap = 9.7814 eV
2S+1 = 1
HOMO energy = -0.384 Ha

Geometry as XYZ:
```
7
Properties=species:S:1:pos:R:3:nbo_charge:R:1
N 1.450 -0.803 1.678 -0.754
O 0.809 0.287 -0.565 -1.108
Si -0.780 0.137 -0.342 1.173
S 2.015 -0.239 0.496 1.233
H -1.327 0.460 -1.788 -0.180
H -1.350 1.316 0.140 -0.206
H -0.816 -1.157 0.381 -0.157
```

The most stable of them is run i.

Run i
Here is C2H4NO2 as an isolated structure from the Open Molecules 2025 dataset. Energies are from the ωB97M-V functional and the def2-TZVPD basis.

Results
orbital gap = 8.3473 eV
2S+1 = 1
charge = -1
HOMO energy = -0.136 Ha

Geometry as XYZ:
```
9
Properties=species:S:1:pos:R:3:nbo_charge:R:1
O -0.471 1.564 -1.922 -0.718
C 0.025 0.673 -1.241 0.505
N -0.588 -0.246 -0.465 -0.791
C 0.294 -0.577 1.139 0.222
O 1.389 0.013 1.301 -0.798
H 1.107 0.484 -1.170 0.093
H -1.564 -0.023 -0.297 0.328
H -0.590 -0.236 1.712 0.074
H 0.399 -1.651 0.941 0.086
```

Run ii
Here is C2H4NO2 as an isolated structure from the Open Molecules 2025 dataset. Energies are from the ωB97M-V functional and the def2-TZVPD basis.

Results
orbital gap = 7.0743 eV
2S+1 = 1
charge = -1
HOMO energy = -0.087 Ha

Geometry as XYZ:
```
9
Properties=species:S:1:pos:R:3:nbo_charge:R:1
C 0.467 -0.493 -0.290 -0.333
C 0.023 0.844 0.248 -0.105
N 1.946 -0.052 -0.651 0.128
O 2.818 -0.615 0.044 -0.571
O 1.379 1.348 0.336 -0.682
H 0.427 -1.190 0.611 0.156
H -0.043 -1.207 -1.038 0.153
H -0.492 1.465 -0.405 0.129
H -0.632 0.719 1.102 0.125
```

Run iii
Here is an isolated ion of composition C2H4NO2 and charge -1 from the Open Molecules 2025 dataset. Energies are from the ωB97M-V functional and the def2-TZVPD basis.

Results
orbital gap = 7.8584 eV
2S+1 = 1
SMILES = CNC(=O)[O-]
charge = -1
HOMO energy = -0.128 Ha

Geometry as XYZ:
```
9
Properties=species:S:1:pos:R:3:nbo_charge:R:1
C 0.239 -1.134 0.143 -0.414
N 0.585 0.291 -0.099 -0.736
C -0.473 1.344 0.089 0.862
O -0.450 2.339 -0.646 -0.810
O -1.271 1.221 1.003 -0.793
H 1.077 -1.640 0.519 0.165
H -0.059 -1.587 -0.777 0.153
H -0.769 -1.287 0.761 0.217
H 1.120 0.453 -0.993 0.357
```

The most stable of them is run iii.

Run i
Here is a 3-piece molecular cluster, C2H8O2 overall from the Open Molecules 2025 dataset. Energies are from the ωB97M-V functional and the def2-TZVPD basis.

Results
orbital gap = 11.3846 eV
2S+1 = 1
SMILES = C=C.O.O
HOMO energy = -0.396 Ha

Geometry as XYZ:
```
12
Properties=species:S:1:pos:R:3:nbo_charge:R:1
C 0.332 -1.010 0.547 -0.417
C 0.036 -1.499 1.737 -0.359
H 0.248 -1.592 -0.352 0.190
H 0.553 0.043 0.402 0.191
H -0.318 -2.491 2.014 0.201
H 0.016 -0.871 2.624 0.191
H 1.100 0.185 -1.477 0.465
H 1.394 0.847 -2.827 0.470
O 1.627 0.877 -1.890 -0.933
H -1.422 1.536 0.445 0.471
H -1.747 1.807 -1.055 0.470
O -1.820 2.169 -0.168 -0.940
```

Run ii
Here is a 2-piece molecular cluster, C2H8O2 overall from the Open Molecules 2025 dataset. Energies are from the ωB97M-V functional and the def2-TZVPD basis.

Results
orbital gap = 10.8246 eV
2S+1 = 1
SMILES = CO.CO
HOMO energy = -0.366 Ha

Geometry as XYZ:
```
12
Properties=species:S:1:pos:R:3:nbo_charge:R:1
C -2.082 -0.620 0.332 -0.254
O -1.390 0.484 0.939 -0.751
H -1.962 0.901 1.586 0.474
H -2.110 -0.540 -0.753 0.179
H -1.437 -1.488 0.503 0.184
H -3.059 -0.737 0.790 0.171
C 2.359 0.377 -0.737 -0.253
O 1.161 -0.338 -0.360 -0.742
H 0.636 0.298 0.128 0.480
H 2.139 1.414 -1.010 0.162
H 2.981 0.408 0.169 0.166
H 2.764 -0.159 -1.589 0.184
```

The most stable of them is run ii.

Run i
Here is one molecule with the formula C3H4S from the Open Molecules 2025 dataset. Energies are from the ωB97M-V functional and the def2-TZVPD basis.

Results
orbital gap = 9.8107 eV
2S+1 = 1
SMILES = C#CCS
HOMO energy = -0.334 Ha

Geometry as XYZ:
```
8
Properties=species:S:1:pos:R:3:nbo_charge:R:1
C 0.443 0.753 -0.114 -0.606
C -0.781 0.074 -0.310 -0.045
C -1.829 -0.555 -0.162 -0.234
H 1.880 -1.140 1.044 0.152
H 0.685 1.437 -0.848 0.246
H 0.540 1.250 0.891 0.256
H -2.680 -1.347 -0.203 0.264
S 1.743 -0.472 -0.298 -0.033
```

Run ii
Here is one molecule with the formula C3H4S from the Open Molecules 2025 dataset. Energies are from the ωB97M-V functional and the def2-TZVPD basis.

Results
orbital gap = 9.3538 eV
2S+1 = 1
SMILES = C=C1CS1
HOMO energy = -0.314 Ha

Geometry as XYZ:
```
8
Properties=species:S:1:pos:R:3:nbo_charge:R:1
C 0.125 0.198 -0.399 -0.185
C -1.039 0.921 -0.321 -0.424
C 0.705 -0.819 0.428 -0.450
S 1.734 0.006 -0.915 0.204
H -1.101 1.848 -0.787 0.201
H -1.935 0.521 0.187 0.212
H 0.973 -0.687 1.441 0.219
H 0.539 -1.988 0.366 0.224
```

The most stable of them is run ii.

Run i
Here is CH2I3P as an isolated structure from the Open Molecules 2025 dataset. Energies are from the ωB97M-V functional and the def2-TZVPD basis.

Results
orbital gap = 7.8929 eV
2S+1 = 1
HOMO energy = -0.342 Ha

Geometry as XYZ:
```
7
Properties=species:S:1:pos:R:3:nbo_charge:R:1
C 0.770 -0.040 0.020 -0.940
P -1.349 -0.238 -0.795 0.362
I 1.562 -2.028 -0.705 0.163
I 1.849 1.622 -0.809 0.227
I 0.871 0.138 2.157 0.225
H -1.882 1.085 -0.339 -0.011
H -1.820 -0.539 0.471 -0.025
```

Run ii
Here is CH2I3P as an isolated structure from the Open Molecules 2025 dataset. Energies are from the ωB97M-V functional and the def2-TZVPD basis.

Results
orbital gap (spin up / spin down) = 2.5100 / 2.5162 eV
2S+1 = 1
HOMO energy (spin up / spin down) = -0.246 / -0.246 Ha

Geometry as XYZ:
```
7
Properties=species:S:1:pos:R:3:nbo_charge:R:1
C 1.228 -0.022 -0.378 -0.780
P 0.312 0.051 1.127 0.504
I 2.408 1.681 -0.916 0.355
I -4.844 -0.267 -1.021 -0.627
I 2.016 -1.853 -0.950 0.403
H -0.692 -0.939 1.074 0.068
H -0.427 1.349 1.064 0.077
```

The most stable of them is run i.

Run i
Here is an isolated ion of composition C10H11N2O2 and charge +1 from the Open Molecules 2025 dataset. Energies are from the ωB97M-V functional and the def2-TZVPD basis.

Results
orbital gap = 8.6762 eV
2S+1 = 1
SMILES = ON1C=[NH+][C@@]2(O)[C@@H](c3ccccc3)[C@@H]12
charge = +1
HOMO energy = -0.451 Ha

Geometry as XYZ:
```
25
Properties=species:S:1:pos:R:3:nbo_charge:R:1
C -3.259 -1.244 -1.109 -0.200
C -2.135 -2.123 -1.020 -0.185
C -3.063 0.113 -0.958 -0.181
C -0.880 -1.612 -0.936 -0.231
C -1.796 0.654 -0.629 -0.234
C -0.754 -0.215 -0.629 -0.009
C 0.798 0.361 -0.708 -0.303
C 1.327 1.421 0.256 -0.090
C 1.605 0.225 2.116 0.333
C 2.308 0.288 -0.062 0.430
N 1.086 1.285 1.665 -0.037
N 2.356 -0.429 1.235 -0.540
O 3.347 0.173 -0.867 -0.637
O 0.463 2.271 2.424 -0.468
H -4.289 -1.505 -1.532 0.244
H -2.233 -3.182 -1.174 0.229
H -3.842 0.795 -1.102 0.220
H 0.092 -2.028 -1.103 0.215
H -1.825 1.674 -0.431 0.225
H 0.880 0.588 -1.777 0.264
H 1.518 2.336 -0.076 0.242
H 1.259 -0.231 3.103 0.264
H 2.565 -1.406 1.461 0.447
H 3.380 -0.793 -1.212 0.507
H 1.092 2.587 3.064 0.495
```

Run ii
Here is an isolated ion of composition C10H11N2O2 and charge +1 from the Open Molecules 2025 dataset. Energies are from the ωB97M-V functional and the def2-TZVPD basis.

Results
orbital gap = 9.6558 eV
2S+1 = 1
SMILES = COC(=O)[N@+]1(C)N=Cc2ccccc21
charge = +1
HOMO energy = -0.500 Ha

Geometry as XYZ:
```
25
Properties=species:S:1:pos:R:3:nbo_charge:R:1
C -2.079 -0.673 2.366 -0.185
C -1.251 -1.666 1.908 -0.165
C -2.231 0.544 1.668 -0.137
C -0.659 -1.586 0.611 -0.201
C -1.376 0.694 0.614 -0.154
C -0.637 -0.338 0.027 0.121
C -1.252 1.705 -0.407 0.144
C 1.418 0.050 -0.903 0.949
C -0.426 -0.828 -2.344 -0.396
C 2.949 1.631 0.174 -0.307
N -0.609 1.377 -1.451 -0.234
N -0.065 0.095 -1.250 -0.172
O 1.961 -0.930 -1.258 -0.503
O 1.635 1.164 -0.288 -0.483
H -2.813 -0.888 3.209 0.254
H -1.145 -2.600 2.496 0.252
H -3.015 1.304 1.755 0.252
H -0.167 -2.472 0.141 0.256
H -1.649 2.771 -0.364 0.253
H -0.329 -0.298 -3.285 0.253
H 0.215 -1.727 -2.371 0.263
H -1.367 -1.105 -2.200 0.220
H 2.974 1.756 1.375 0.234
H 2.972 2.734 -0.291 0.238
H 3.905 1.032 -0.064 0.246
```

The most stable of them is run ii.